No. 1
This record from OMol25 describes 2 unconnected molecules or ions with the total composition C3H2N2O2 in a non-equilibrium geometry. The level of theory is the ωB97M-V functional and the def2-TZVPD basis.

The total energy comes out at -375.356548 hartree. The calculation puts the frontier orbital gap (alpha / beta) at 8.191 / 8.190 eV. The LUMO energy (alpha / beta) is -1.21 / -1.21 eV. For the energy relative to the best compared isomer or geometry (same formula, charge and spin), the calculation gives 406.9 kJ/mol. The HOMO energy (alpha / beta) comes out at -9.40 / -9.40 eV.

Structure (ORCA input):
```
! wB97M-V def2-TZVPD RIJCOSX def2/J DEFGRID3
* xyz 0 1
C 0.823 -0.363 0.961
N 0.781 -0.258 2.161
H -2.023 0.906 -1.445
O -1.037 0.201 0.228
N 1.400 -0.657 -1.382
C -1.100 0.458 -1.028
O -0.222 0.276 -1.884
C 1.485 -0.703 -0.197
H -0.065 0.154 2.550
*
```

---

No. 2
This record from OMol25 describes a gas-phase ion, C3H7N2OS (charge +1) in a non-equilibrium geometry. The level of theory is the ωB97M-V functional and the def2-TZVPD basis.

The total energy comes out at -701.191723 hartree. The calculation puts the frontier orbital gap at 8.723 eV. The LUMO energy is -4.23 eV. For the energy relative to the best compared isomer or geometry (same formula, charge and spin), the calculation gives 86.7 kJ/mol. The HOMO energy comes out at -12.95 eV. Its SMILES is [NH2+]=C(O)/N=C/CS.

Structure (ORCA input):
```
! wB97M-V def2-TZVPD RIJCOSX def2/J DEFGRID3
* xyz 1 1
C 1.775 0.777 -0.056
H 2.250 -0.796 -1.269
H 1.696 2.415 0.965
H -3.486 0.492 -1.159
N 2.579 0.019 -0.779
C -1.813 -0.303 0.374
C -0.352 -0.229 0.555
S -2.737 1.164 -0.293
H -2.238 -0.553 1.351
O 2.304 1.853 0.461
H -2.016 -1.146 -0.291
H 0.015 -0.954 1.291
H 3.532 0.326 -0.924
N 0.470 0.561 0.004
*
```

---

No. 3
This record from OMol25 describes 3 unconnected molecules or ions with the total composition C14H33FNO6. The level of theory is the ωB97M-V functional and the def2-TZVPD basis.

The total energy comes out at -1159.154803 hartree. The calculation puts the frontier orbital gap at 4.978 eV. The LUMO energy is 2.62 eV. The HOMO energy comes out at -2.36 eV.

Structure (ORCA input):
```
! wB97M-V def2-TZVPD RIJCOSX def2/J DEFGRID3
* xyz -1 1
H 0.009 1.607 -7.588
H 2.216 0.048 -7.443
C -4.738 -0.806 5.600
H 3.568 2.370 -3.214
C -2.100 -2.290 4.498
H 3.003 -0.623 -5.115
H -2.835 0.069 5.115
H -0.125 3.061 0.331
F 1.870 2.613 -0.854
O -2.542 -1.875 5.788
H -7.085 -0.821 4.342
H 1.006 -0.020 3.020
H -1.090 2.164 -0.853
O 2.946 -0.862 -2.787
O 3.950 1.200 -4.813
C 3.323 -1.821 -1.826
H 2.733 1.706 -7.063
C 3.250 1.392 -3.574
H 0.754 0.344 4.762
C 0.985 1.423 -0.632
C -0.773 -1.686 4.092
H -0.685 1.413 0.705
H 2.724 -2.715 -1.999
C -0.319 2.070 -0.082
C -6.311 -1.530 4.019
H 4.669 0.239 -2.449
H 2.172 1.412 -3.741
H -5.111 -1.646 6.203
H -1.966 -3.372 4.570
O -5.019 -1.029 4.236
O -0.930 -0.330 3.762
H -2.854 -2.072 3.739
C -3.249 -0.648 5.827
H 1.311 -0.408 -0.154
H 0.837 2.905 -6.703
H 4.241 -0.128 -6.298
H -0.383 -2.255 3.234
C 3.578 0.385 -2.505
C 2.363 0.769 -6.623
H -6.419 -1.703 2.950
C 0.302 0.370 3.762
H 0.791 1.120 -1.684
H 4.388 -2.079 -1.917
H 3.237 0.754 -1.532
H -0.054 -1.800 4.916
H -0.559 2.079 -5.970
H -6.471 -2.473 4.557
O 1.142 0.999 -5.952
N 1.645 0.505 0.155
C 0.325 1.942 -6.590
H -3.120 -0.262 6.842
C 3.411 0.221 -5.675
H 3.139 -1.435 -0.819
H 0.091 1.400 3.481
H -5.243 0.108 5.951
*
```

---

No. 4
This record from OMol25 describes a molecular structure, C3H2Br2N2 in a non-equilibrium geometry. The level of theory is the ωB97M-V functional and the def2-TZVPD basis.

The total energy comes out at -5372.821619 hartree. The calculation puts the frontier orbital gap (alpha / beta) at 5.239 / 8.889 eV. The LUMO energy (alpha / beta) is -1.52 / -2.30 eV. For the energy relative to the best compared isomer or geometry (same formula, charge and spin), the calculation gives 19.1 kJ/mol. The HOMO energy (alpha / beta) comes out at -6.76 / -11.19 eV.

Structure (ORCA input):
```
! wB97M-V def2-TZVPD RIJCOSX def2/J DEFGRID3
* xyz 0 3
N -0.432 -2.825 0.643
H -1.183 0.982 -1.385
C -0.646 -1.899 -0.021
Br 0.123 2.471 0.115
H 0.681 0.599 1.768
C 0.952 0.944 0.859
Br 2.592 0.389 -0.029
C -0.773 -0.674 -0.548
N -1.314 0.014 -1.402
*
```

---

No. 5
This record from OMol25 describes 2 unconnected molecules or ions with the total composition C3H2F2 in a non-equilibrium geometry. The level of theory is the ωB97M-V functional and the def2-TZVPD basis.

The total energy comes out at -315.035531 hartree. The calculation puts the frontier orbital gap (alpha / beta) at 9.336 / 9.341 eV. The LUMO energy (alpha / beta) is -0.58 / -0.58 eV. For the energy relative to the best compared isomer or geometry (same formula, charge and spin), the calculation gives 348.5 kJ/mol. The HOMO energy (alpha / beta) comes out at -9.91 / -9.92 eV.

Structure (ORCA input):
```
! wB97M-V def2-TZVPD RIJCOSX def2/J DEFGRID3
* xyz 0 1
H -0.060 -0.399 -1.548
H 0.306 0.150 1.556
F -1.112 2.589 -0.304
C -0.501 1.462 -0.172
C 0.085 0.536 0.587
F 2.165 -0.328 -1.637
C 0.223 0.340 -0.833
*
```

---

No. 6
This record from OMol25 describes 12 unconnected molecules or ions with the total composition C22H70N22O14 in a non-equilibrium geometry. The level of theory is the ωB97M-V functional and the def2-TZVPD basis.

The total energy comes out at -3138.540904 hartree. The calculation puts the frontier orbital gap at 8.707 eV. The LUMO energy is 0.30 eV. For the energy relative to the best compared isomer or geometry (same formula, charge and spin), the calculation gives 94.3 kJ/mol. The HOMO energy comes out at -8.40 eV. Its SMILES is COCCNCCOC.COCCNCCOC.NC(N)=O.NC(N)=O.NC(N)=O.NC(N)=O.NC(N)=O.NC(N)=O.NC(N)=O.NC(N)=O.NC(N)=O.NC(N)=O.

Structure (ORCA input):
```
! wB97M-V def2-TZVPD RIJCOSX def2/J DEFGRID3
* xyz 0 1
H -2.435 2.808 -4.321
H -0.802 6.688 2.941
H 1.304 -0.367 -3.236
C -0.861 1.397 4.886
N 0.447 1.190 0.787
H -2.672 -1.872 0.258
H 6.444 1.725 -6.991
H 4.753 0.402 -0.411
H 0.271 2.139 0.505
C 7.182 0.986 -6.623
H -0.948 -2.645 -5.257
H -1.556 2.176 -2.970
C -2.692 -2.024 1.352
H -7.258 4.326 5.142
C 1.063 3.849 -2.562
H -4.478 -0.571 0.574
N -2.395 2.197 -3.522
H 2.744 -1.876 -2.395
H 2.963 0.237 -0.723
N -2.130 1.726 5.318
O 0.747 7.143 0.215
H -6.463 4.896 3.598
C -1.973 -5.750 -0.119
O 0.300 -3.671 1.691
H 8.584 0.338 -4.393
N -0.871 0.487 3.963
H -2.181 2.350 6.123
C -5.632 1.181 4.655
H -3.494 -6.913 -0.774
O 1.756 -0.425 2.892
H -5.133 1.900 5.332
H 1.997 5.301 -3.858
O 6.730 0.659 -5.306
H 6.020 -1.612 -0.695
H -7.628 1.125 3.624
C 7.179 -0.719 -3.335
H 2.227 -3.494 -2.802
H 0.233 -1.603 -0.562
N -1.224 -4.675 -0.502
H -4.258 -2.386 -3.782
H 3.367 0.293 5.488
C 5.656 -2.480 -2.624
C -3.587 2.332 -2.681
H -0.698 -5.238 4.157
H -3.902 -2.968 -2.292
H -2.986 1.684 4.747
N -2.959 -6.097 -0.986
H 0.745 -3.583 4.862
H 3.566 -2.122 3.191
C 5.214 -2.174 -1.177
C 2.633 -0.427 3.758
C 1.490 -2.075 -4.099
H -3.809 0.909 1.171
H -0.275 8.210 2.372
O 0.203 1.855 5.443
N 0.652 -3.276 3.919
O 0.989 -2.774 -5.019
H 3.818 -0.445 0.737
O -1.843 -6.322 0.970
H -5.728 0.259 5.246
H -1.649 0.490 3.320
H 0.597 -0.295 -4.725
H 0.661 -1.213 1.121
N -0.594 7.282 2.168
H -0.015 0.307 3.485
H -2.503 1.412 -1.118
O 3.968 -1.420 -1.115
H 1.179 -2.510 3.544
N 5.966 -1.427 -3.506
C -6.534 4.116 4.364
N 1.362 -0.645 -4.198
C 0.176 -4.023 2.860
N 2.641 0.397 4.788
N 0.537 -0.959 0.155
O -2.971 -0.778 2.035
H -1.418 -4.012 -1.263
C 0.157 0.331 -0.192
H -5.513 4.127 4.694
N -1.897 -2.523 -4.787
H 2.044 2.981 -4.197
C -4.118 -0.105 1.503
H -0.546 -4.402 0.188
C -5.224 0.013 2.506
N 1.312 5.160 -3.120
H -1.325 5.032 1.331
H -2.774 -5.689 -1.885
H 7.989 -1.403 -2.943
H -7.553 1.978 5.211
H -3.504 -2.715 1.523
H -0.092 4.852 0.069
H -1.698 -2.228 1.716
O 0.515 3.706 -1.463
C -2.127 -2.688 -3.408
C 3.875 -0.190 -0.314
O -1.174 -2.842 -2.541
N 2.214 -2.512 -2.964
H 5.166 -0.909 -3.883
N -4.792 1.004 3.522
O -6.871 2.966 3.591
H -5.459 -0.935 3.027
C -0.032 6.643 1.028
C 7.645 -0.195 -4.656
N -3.554 -2.767 -3.178
H 4.281 -1.353 4.492
O -0.457 0.626 -1.214
N -0.404 -5.198 3.184
H 8.175 1.432 -6.695
H -6.169 0.270 1.962
H 7.213 0.104 -7.261
H -2.743 -2.418 -5.338
N 3.747 -1.247 3.661
C -7.038 1.741 4.289
O -4.725 2.742 -3.040
H 7.972 -0.984 -5.359
H 7.123 0.070 -2.580
H 4.917 -3.143 -3.109
N 1.500 2.774 -3.388
H 1.208 5.911 -2.465
N -0.384 5.240 0.974
H -4.173 2.022 -0.823
H -4.705 1.907 3.068
H 1.832 0.938 5.068
H 1.817 1.983 -2.842
H 1.198 0.978 1.402
H 5.116 -3.144 -0.670
H 6.587 -3.086 -2.520
N -3.379 1.800 -1.396
H -0.983 -5.556 2.417
*
```

---

No. 7
This record from OMol25 describes C3H8F2NPS in the gas phase in a non-equilibrium geometry. The level of theory is the ωB97M-V functional and the def2-TZVPD basis.

The total energy comes out at -1113.162538 hartree. The calculation puts the frontier orbital gap at 9.346 eV. The LUMO energy is -0.27 eV. For the energy relative to the best compared isomer or geometry (same formula, charge and spin), the calculation gives 158.8 kJ/mol. The HOMO energy comes out at -9.62 eV. Its SMILES is CC(C)NP(F)(F)=S.

Structure (ORCA input):
```
! wB97M-V def2-TZVPD RIJCOSX def2/J DEFGRID3
* xyz 0 1
H -1.433 0.637 0.077
H -1.666 -1.947 -0.023
H -0.326 -2.703 -0.731
H 1.473 -1.557 0.764
C -0.799 -1.807 -0.644
N -0.701 0.601 -0.644
H -1.240 -1.757 -1.555
H 0.335 -0.903 1.708
S 0.159 2.873 2.116
P 0.129 2.287 0.210
H 0.809 -0.595 -1.336
C 0.887 -0.656 0.891
F 1.462 2.478 -0.621
H 1.575 0.271 0.951
C 0.085 -0.558 -0.493
F -0.749 3.337 -0.671
*
```

---

No. 8
This record from OMol25 describes 2 unconnected molecules or ions with the total composition C2H4O2 in a non-equilibrium geometry. The level of theory is the ωB97M-V functional and the def2-TZVPD basis.

The total energy comes out at -229.012994 hartree. The calculation puts the frontier orbital gap at 10.671 eV. The LUMO energy is 0.39 eV. For the energy relative to the best compared isomer or geometry (same formula, charge and spin), the calculation gives 245.7 kJ/mol. The HOMO energy comes out at -10.28 eV. Its SMILES is C=O.C=O.

Structure (ORCA input):
```
! wB97M-V def2-TZVPD RIJCOSX def2/J DEFGRID3
* xyz 0 1
H -0.298 1.492 1.518
O -1.644 -1.183 -0.832
H 1.164 1.206 0.377
H -0.301 -0.449 -2.251
C -0.570 -0.885 -1.273
C 0.566 0.873 1.239
O 0.776 -0.153 1.823
H 0.307 -0.900 -0.602
*
```